The molecule C5H7NS in a non-equilibrium geometry, computed with ωB97M-V/def2-TZVPD.

* frontier orbital gap: 8.311 eV
* spin multiplicity: 1
* ΔE to the lowest compared entry with this formula, charge and spin: 107.6 kcal per mole
* E: -647.48556 Ha
* HOMO energy: -7.8 eV

Bonds (Å) are listed after each position.
Positions of all 14 atoms, in Å:
1 C -1.1151 -1.0884 0.0770  C3 1.322, S7 1.669
2 C 0.7608 0.5402 0.0163  C5 1.446, N6 1.246
3 C -0.7167 -2.3487 0.1164  C1 1.322, H8 1.142, H9 1.005
4 C -1.3152 1.7240 0.1482  N6 1.304, S7 2.156, H10 1.065, H11 1.107
5 C 2.1681 0.3619 -0.2623  C2 1.446, H12 1.068, H13 1.132, H14 1.161
6 N -0.0320 1.4959 0.1157  C2 1.246, C4 1.304
7 S -2.4100 -0.0894 -0.2542  C1 1.669, C4 2.156
8 H -1.4437 -3.2205 0.2375  C3 1.142
9 H 0.2197 -2.5827 0.3945  C3 1.005
10 H -1.8133 1.9035 1.0717  C4 1.065
11 H -1.8062 2.1329 -0.7555  C4 1.107
12 H 2.2602 -0.4372 -0.9651  C5 1.068
13 H 2.7573 0.1923 0.6889  C5 1.132
14 H 2.4861 1.4163 -0.6290  C5 1.161

Here are the natural (NBO) charges for atoms 1 to 8, given in e: atom 1 (C): -0.22, atom 2 (C): 0.41, atom 3 (C): -0.55, atom 4 (C): -0.21, atom 5 (C): -0.73, atom 6 (N): -0.40, atom 7 (S): 0.09, atom 8 (H): 0.20